1.
A cluster of 4 separate species, CH10N2O4 in total in a non-equilibrium geometry. Source: OMol25; level of theory: ωB97M-V/def2-TZVPD.

Output
- E_tot (eV) = -12370.3500
- maximum force (eV/A) = 1.4
- HOMO-LUMO gap (eV) = 10.6423
- HOMO level (eV) = -9.902
- structure (SMILES) = NC(N)=O.O.O.O
- lowest unoccupied orbital energy (eV) = 0.74
- molecular weight (g mol⁻¹) = 114.10
- relative energy (zero: lowest compared OMol25 entry of this formula, charge and spin) (kcal/mol) = 17.0

Atoms and positions in Å:
N -0.00783 1.36245 2.17393
C -0.90830 0.40923 1.78563
N -2.21284 0.60377 2.16638
O -0.53562 -0.61117 1.23443
H -0.27950 2.13356 2.75680
H 0.94375 1.04927 2.28654
H -2.78432 -0.22170 2.18515
H -2.43449 1.32582 2.82474
O 1.02827 0.00902 -2.77864
H 0.46775 -0.78383 -2.76887
H 1.68593 -0.27568 -3.42792
O 1.98869 -0.94350 2.58490
H 1.25242 -1.55276 2.44240
H 2.37487 -1.15310 3.44712
O 0.06447 -0.59961 -5.81743
H -0.00560 -0.06174 -6.61399
H -0.22689 -0.00018 -5.11827

Force components x, y, z for each atom (eV/Å):
N -0.074 0.599 -0.038
C 0.669 -0.674 0.981
N -0.127 0.298 -0.297
O -0.350 -0.190 -0.305
H -0.141 -0.041 0.004
H 0.003 -0.226 -0.285
H -0.015 0.021 -0.154
H -0.051 0.016 0.089
O -0.155 -0.733 -0.537
H -0.039 0.366 0.398
H 0.144 0.353 0.066
O 0.288 0.051 0.396
H -0.004 0.211 -0.082
H -0.207 -0.085 -0.316
O -0.094 0.275 0.022
H 0.046 -0.142 -0.016
H 0.106 -0.100 0.075

2.
A cluster of 2 separate species, CH10N3 in total in a non-equilibrium geometry. Source: OMol25; level of theory: ωB97M-V/def2-TZVPD.

Output
- E_tot (eV) = -5662.3356
- maximum force (eV/A) = 4.1
- HOMO-LUMO gap (eV) = 11.2998
- HOMO level (eV) = -14.697
- lowest unoccupied orbital energy (eV) = -3.40
- molecular weight (g mol⁻¹) = 64.11
- relative energy (zero: lowest compared OMol25 entry of this formula, charge and spin) (kcal/mol) = 29.8
- charge = +1

Atoms and positions in Å:
N -2.29280 0.37640 -0.97621
H -0.77080 0.22174 0.15981
H -2.83200 -0.44648 -1.11192
H -2.94212 1.09212 -0.90754
H -2.17228 0.51687 -1.97175
N 1.84095 -0.88326 -0.30178
C 1.38041 0.16302 0.62407
N -0.10108 -0.06031 0.89356
H 2.80625 -1.22430 -0.03053
H 2.02511 -0.44146 -1.22293
H 1.86473 -0.15719 1.47086
H 1.69357 1.23013 0.35259
H -0.27270 0.66547 1.54351
H -0.22722 -1.05275 1.47826

Force components x, y, z for each atom (eV/Å):
N 1.569 -0.637 -1.374
H -0.662 -1.135 -1.077
H -0.840 -1.281 0.853
H -1.899 1.819 1.288
H 1.378 0.169 -0.640
N 1.502 1.124 -1.019
C 0.655 -0.870 -2.638
N 1.417 -1.819 2.134
H -1.655 0.470 -0.120
H -0.452 -0.691 0.557
H 0.789 0.208 2.633
H -1.201 -1.374 0.382
H -0.632 0.850 1.601
H 0.030 3.168 -2.581

3.
A cluster of 2 separate species, CH10N3 in total in a non-equilibrium geometry. Source: OMol25; level of theory: ωB97M-V/def2-TZVPD.

Output
- E_tot (eV) = -5649.4784
- maximum force (eV/A) = 3.3
- HOMO-LUMO gap (alpha / beta) (eV) = 13.2620 / 6.7966
- HOMO level (alpha / beta) (eV) = -21.063 / -20.864
- multiplicity = 2
- lowest unoccupied orbital energy (alpha / beta) (eV) = -7.80 / -14.07
- molecular weight (g mol⁻¹) = 64.11
- relative energy (zero: lowest compared OMol25 entry of this formula, charge and spin) (kcal/mol) = 9.1
- charge = +2

Atoms and positions in Å:
N -1.84080 0.73982 0.80322
H -1.27751 0.28617 -0.04942
H -2.65998 0.22133 1.13004
H -1.12562 0.77088 1.52734
H -2.16713 1.68346 0.58493
N 1.48927 -0.05628 0.71411
C 1.23132 -0.27668 -0.71044
N -0.22415 -0.59429 -1.01560
H 2.01419 0.78932 0.97203
H 1.90195 -0.91966 1.09688
H 1.46014 0.65126 -1.21927
H 1.83779 -1.07999 -1.13864
H -0.37175 -1.54389 -0.66077
H -0.26772 -0.67144 -2.03441

Force components x, y, z for each atom (eV/Å):
N 0.828 -0.231 -0.859
H -1.246 0.377 0.600
H 0.165 -0.316 -0.101
H -0.511 0.321 0.547
H 0.177 0.127 -0.052
N 2.012 -1.722 -1.905
C -1.773 1.783 -0.332
N 1.447 -0.553 0.622
H -0.405 0.119 0.244
H -0.549 0.279 1.020
H 0.016 0.143 -0.169
H 0.438 -0.405 0.671
H -0.325 -0.054 -0.294
H -0.273 0.131 0.008

4.
A cluster of 3 separate species, CH10N3O2 in total in a non-equilibrium geometry. Source: OMol25; level of theory: ωB97M-V/def2-TZVPD.

Output
- E_tot (eV) = -9759.3690
- maximum force (eV/A) = 2.1
- HOMO-LUMO gap (eV) = 11.7524
- HOMO level (eV) = -14.753
- lowest unoccupied orbital energy (eV) = -3.00
- molecular weight (g mol⁻¹) = 96.11
- relative energy (zero: lowest compared OMol25 entry of this formula, charge and spin) (kcal/mol) = 19.6
- charge = +1

Atoms and positions in Å:
N -0.21559 -0.17001 0.40874
C -0.42132 0.63079 1.44296
N -1.53277 0.52795 2.17832
N 0.47690 1.54254 1.80902
H -0.69195 -1.03785 0.29094
H 0.53652 0.18849 -0.16334
H -1.55572 0.94647 3.10175
H -2.30577 -0.07479 1.95607
H 1.38551 1.45683 1.36419
H 0.53069 1.92828 2.73386
H -0.37283 -2.05454 -3.38969
H -1.75218 -1.51737 -3.50426
O -1.14659 -1.81359 -2.82668
H 3.11435 -0.36337 -1.79155
H 1.66734 -0.14869 -2.16217
O 2.28342 -0.04114 -1.44817

Force components x, y, z for each atom (eV/Å):
N 0.693 1.901 0.370
C -1.303 -0.777 1.337
N 0.153 0.119 0.610
N 1.229 -0.147 -0.928
H -0.202 -0.239 -0.467
H 0.162 -1.135 -0.652
H -0.083 -0.047 -0.365
H 0.125 -0.108 -0.254
H -0.146 0.146 0.127
H -0.484 0.177 0.114
H -0.698 0.025 0.835
H -0.620 0.203 -0.088
O 1.380 -0.197 -0.668
H 0.421 -0.098 -0.016
H -0.417 -0.058 -0.693
O -0.209 0.234 0.737

5.
A cluster of 3 separate species, CH10N6 in total in a non-equilibrium geometry. Source: OMol25; level of theory: ωB97M-V/def2-TZVPD.

Output
- E_tot (eV) = -10121.1352
- maximum force (eV/A) = 9.0
- HOMO-LUMO gap (eV) = 10.1518
- HOMO level (eV) = -16.529
- lowest unoccupied orbital energy (eV) = -6.38
- molecular weight (g mol⁻¹) = 106.13
- relative energy (zero: lowest compared OMol25 entry of this formula, charge and spin) (kcal/mol) = 19.0
- charge = +2

Atoms and positions in Å:
C -7.52921 0.19662 -0.20671
N -7.99247 -0.42352 -1.13673
N -7.45197 0.57242 0.97500
N 4.03822 0.32008 0.41097
N 5.15426 2.01340 -0.53541
N 3.42791 -2.18544 -0.00186
N 4.32701 1.05924 -0.58191
H -8.24993 -0.74901 -2.06147
H -6.68024 0.23982 1.57623
H -7.84030 1.41592 1.42497
H 3.92010 -0.76542 0.13256
H 4.52255 0.46145 1.39704
H 5.54848 2.44311 0.31806
H 4.99325 2.52642 -1.33271
H 3.33198 -2.75686 0.78043
H 2.54668 -1.81299 -0.28331
H 3.93371 -2.55524 -0.87516

Force components x, y, z for each atom (eV/Å):
C -4.252 -4.447 -6.519
N 2.336 3.009 3.934
N 2.026 1.660 4.227
N 2.230 0.566 1.758
N -0.249 -0.153 2.195
N 1.863 1.381 -3.566
N -0.363 -1.786 0.687
H 0.453 0.267 0.007
H -0.329 -0.183 -0.607
H -0.327 -0.302 -1.041
H -0.838 0.048 0.704
H -0.917 0.062 -2.394
H -0.218 -0.426 -0.373
H 0.574 2.046 -2.080
H 0.113 -1.519 1.130
H -0.903 -0.283 -0.277
H -1.199 0.061 2.213

6.
A cluster of 4 separate species, CH10NO3 in total in a non-equilibrium geometry. Source: OMol25; level of theory: ωB97M-V/def2-TZVPD.

Output
- E_tot (eV) = -8824.7507
- maximum force (eV/A) = 3.8
- HOMO-LUMO gap (eV) = 12.2918
- HOMO level (eV) = -15.708
- lowest unoccupied orbital energy (eV) = -3.42
- molecular weight (g mol⁻¹) = 84.09
- relative energy (zero: lowest compared OMol25 entry of this formula, charge and spin) (kcal/mol) = 9.5
- charge = +1

Atoms and positions in Å:
C 0.67969 1.14683 0.85328
N -0.18769 0.73198 1.65489
H 1.05463 2.14605 0.91549
H 1.11986 0.31900 0.09678
H -0.54292 -0.35852 1.46206
H -0.45614 1.37157 2.50587
H -1.36964 1.80066 -1.47108
H -0.04793 2.27332 -2.14463
O -0.43714 1.79575 -1.32060
H 1.37769 -2.03262 -1.69806
H 0.08469 -1.29903 -2.07556
O 0.65270 -1.53576 -1.34106
H -0.29071 -1.92396 0.14961
H -0.86185 -2.67037 1.40524
O -0.77525 -1.76490 1.00777

Force components x, y, z for each atom (eV/Å):
C 1.861 -2.287 -2.355
N -1.655 -0.714 2.373
H 0.376 0.365 -0.090
H -1.136 2.427 1.557
H 0.436 1.703 1.092
H 0.171 -1.756 -2.315
H -1.095 0.078 -0.160
H -1.018 -1.208 2.170
O 2.028 1.199 -2.125
H 0.569 -0.461 -0.346
H -0.088 0.069 -0.279
O -0.488 0.388 0.663
H -0.360 0.306 0.600
H 0.008 1.404 -0.177
O 0.394 -1.512 -0.606